[1]
A molecular structure, C12H29ClIN2P2PmSe at a distorted geometry, computed with ωB97M-V/def2-TZVPD.

Cartesian coordinates (Å):
C  -1.86  -0.33  2.37
I  0.89  -0.68  2.41
H  -1.28  0.39  1.78
H  -2.83  -0.46  1.89
H  -1.43  -1.33  2.50
Pm  0.96  -0.14  -2.58
P  0.79  2.33  -1.27
C  0.45  2.59  0.51
C  2.25  3.41  -1.51
H  2.24  4.23  -0.78
H  -0.30  4.41  -1.94
H  2.27  3.81  -2.53
H  -0.73  3.05  -3.04
H  0.87  1.74  1.09
H  3.16  2.81  -1.36
C  -0.56  3.34  -1.99
H  0.89  3.53  0.85
H  -1.48  3.16  -1.42
H  -0.64  2.59  0.67
P  0.14  -2.28  -1.09
C  -0.17  -3.45  0.24
C  -0.65  -3.09  -2.54
H  2.19  -2.39  -2.62
H  2.03  -3.68  -1.40
H  2.58  -2.06  -0.87
C  1.92  -2.60  -1.56
H  -0.31  -2.67  -3.50
H  -0.42  -4.16  -2.48
H  0.14  -4.46  -0.09
H  -1.24  -3.46  0.48
H  -1.74  -2.94  -2.44
H  0.38  -3.15  1.14
Cl  1.47  -1.02  -4.87
C  0.63  1.09  5.57
N  -0.01  -0.19  5.75
C  0.53  -1.27  6.41
C  -0.34  -2.30  6.26
N  -1.40  -1.84  5.50
C  -2.54  -2.62  5.07
C  -1.19  -0.53  5.17
Se  -2.27  0.56  4.13
H  -0.12  1.89  5.57
H  1.19  1.11  4.63
H  1.33  1.23  6.41
H  1.48  -1.20  6.91
H  -0.31  -3.31  6.64
H  -2.33  -3.15  4.14
H  -2.76  -3.36  5.85
H  -3.40  -1.96  4.93

Computed properties:
- spin multiplicity = 5
- charge = +2
- LUMO level (spin up / spin down) (eV) = -7.53 / -7.25
- calculated total energy (Ha) = -5033.99793

***

[2]
A molecular structure, C12H29F6N3O8S2 at a distorted geometry, computed with ωB97M-V/def2-TZVPD.

Cartesian coordinates (Å):
O  -0.09  -0.13  -0.84
H  -0.61  -1.01  -0.62
H  0.51  0.08  -0.03
H  -0.72  0.64  -1.06
C  -3.84  -1.53  0.72
F  -4.13  -1.73  -0.57
F  -3.61  -0.22  0.86
F  -4.85  -1.92  1.46
S  -2.28  -2.57  1.11
O  -1.56  -1.86  2.14
O  -2.74  -3.89  1.42
N  -1.45  -2.35  -0.37
S  -1.49  -3.71  -1.23
O  -0.51  -4.72  -0.85
O  -2.83  -4.20  -1.51
C  -0.96  -3.00  -2.88
F  -1.77  -2.01  -3.28
F  0.28  -2.49  -2.78
F  -0.95  -3.96  -3.79
C  2.21  -2.27  0.90
C  2.05  -1.05  1.81
C  3.20  -0.87  2.78
O  2.87  0.12  3.72
C  4.02  0.63  4.37
N  1.85  0.17  0.97
H  1.29  -2.41  0.33
H  2.35  -3.19  1.46
H  3.14  -2.14  0.33
H  1.12  -1.16  2.36
H  4.16  -0.71  2.27
H  3.36  -1.85  3.26
H  4.65  -0.14  4.82
H  3.64  1.30  5.13
H  4.64  1.23  3.70
H  2.66  0.31  0.37
H  1.91  0.93  1.65
C  -1.17  1.20  2.43
O  -0.89  2.00  1.31
C  -2.02  2.67  0.77
C  -1.62  3.19  -0.60
N  -1.56  2.07  -1.55
C  -0.94  2.46  -2.83
C  0.53  2.86  -2.81
O  1.48  1.79  -2.78
C  1.52  1.07  -3.98
H  -0.20  0.82  2.76
H  -1.88  0.38  2.29
H  -1.58  1.79  3.26
H  -2.31  3.47  1.46
H  -2.86  1.97  0.70
H  -0.67  3.71  -0.49
H  -2.42  3.84  -0.97
H  -2.53  1.85  -1.76
H  -1.46  3.37  -3.16
H  -1.17  1.71  -3.59
H  0.75  3.38  -1.88
H  0.74  3.50  -3.67
H  0.57  0.62  -4.28
H  2.30  0.32  -3.90
H  1.86  1.67  -4.84

Computed properties:
- spin multiplicity = 1
- energy above the lowest of the compared OMol25 structures with the same formula, charge and spin (kJ/mol) = 0.00
- LUMO level (eV) = 0.35
- calculated total energy (Ha) = -2636.29334

***

[3]
A molecular structure, C12H29InN2O3P at a distorted geometry, computed with ωB97M-V/def2-TZVPD.

Cartesian coordinates (Å):
C  1.44  -4.04  1.15
C  1.39  -2.70  1.29
In  0.68  -1.54  -0.49
C  -1.35  -2.31  -1.18
C  -1.98  -1.44  -2.29
N  -1.18  -0.24  -2.68
C  2.15  -1.90  -2.15
C  3.38  -0.98  -2.00
N  4.33  -1.53  -1.00
C  0.55  0.67  -0.15
C  1.24  1.21  1.15
P  0.02  1.70  2.40
O  0.67  1.76  3.72
O  -0.60  3.18  2.14
C  -1.20  3.42  0.85
C  -0.16  3.98  -0.14
O  -1.10  0.53  2.37
C  -2.43  0.91  2.76
C  -3.37  0.70  1.57
H  0.52  -4.59  0.92
H  2.36  -4.64  1.19
H  1.75  -2.29  2.24
H  -2.03  -2.30  -0.33
H  -1.23  -3.32  -1.58
H  -2.20  -2.01  -3.19
H  -2.95  -1.09  -1.93
H  -0.91  -0.29  -3.66
H  -1.75  0.59  -2.58
H  2.45  -2.95  -2.09
H  1.63  -1.69  -3.09
H  3.86  -0.85  -2.97
H  3.05  -0.01  -1.63
H  4.12  -2.51  -0.85
H  4.10  -1.09  -0.12
H  0.94  1.18  -1.04
H  -0.51  0.91  -0.14
H  1.91  0.48  1.60
H  1.86  2.07  0.90
H  -1.75  2.57  0.46
H  -1.94  4.21  1.01
H  -0.15  3.40  -1.06
H  -0.33  5.04  -0.35
H  0.80  3.93  0.35
H  -2.49  1.90  3.21
H  -2.73  0.21  3.54
H  -3.69  -0.34  1.59
H  -4.29  1.30  1.62
H  -2.87  0.81  0.62

Computed properties:
- spin multiplicity = 1
- charge = -1
- LUMO level (eV) = 2.74
- calculated total energy (Ha) = -1341.27957

***

[4]
2 unconnected molecules or ions with the total composition C12H29N3O3P, computed with ωB97M-V/def2-TZVPD.

Cartesian coordinates (Å):
C  -3.75  -0.85  1.18
N  -3.71  0.57  1.53
C  -2.38  1.15  1.56
P  -2.62  2.97  1.81
C  -3.15  3.08  3.60
C  -3.52  1.82  4.36
O  -4.32  1.82  5.25
C  -0.88  3.58  1.95
C  0.00  3.32  0.73
C  0.66  1.96  0.58
N  0.90  1.26  1.73
O  0.97  1.53  -0.51
H  -4.08  -1.01  0.14
H  -4.44  -1.39  1.83
H  -2.76  -1.29  1.29
H  -4.29  1.11  0.89
H  -1.81  1.03  0.62
H  -1.79  0.67  2.34
H  -2.34  3.54  4.17
H  -4.00  3.76  3.67
H  -3.04  0.88  4.05
H  -0.39  3.27  2.88
H  -1.00  4.67  2.04
H  0.83  4.03  0.69
H  -0.57  3.48  -0.19
H  0.91  1.75  2.60
H  1.59  0.53  1.64
C  1.48  -1.22  -1.61
N  2.00  -1.91  -2.84
C  1.96  -0.92  -3.96
C  1.12  -3.06  -3.18
C  3.43  -2.35  -2.68
C  3.70  -3.48  -1.71
O  3.34  -3.08  -0.40
H  0.55  -0.72  -1.87
H  1.33  -1.94  -0.82
H  2.20  -0.46  -1.30
H  0.94  -0.60  -4.10
H  2.33  -1.40  -4.87
H  2.59  -0.07  -3.70
H  1.09  -3.75  -2.33
H  1.50  -3.56  -4.06
H  0.11  -2.68  -3.37
H  3.99  -1.47  -2.39
H  3.77  -2.67  -3.67
H  4.77  -3.69  -1.79
H  3.17  -4.40  -2.01
H  3.60  -3.76  0.22

Computed properties:
- spin multiplicity = 1
- charge = +1
- LUMO level (eV) = -2.50
- calculated total energy (Ha) = -1205.71440

***

[5]
A molecular structure, C12H29N4O9PRu at a distorted geometry, computed with ωB97M-V/def2-TZVPD.

Cartesian coordinates (Å):
O  3.39  1.83  -1.29
H  3.59  2.46  -1.95
Ru  0.09  -0.05  -0.53
N  -0.33  1.84  -1.35
N  0.44  1.36  1.07
N  0.31  -1.89  -1.40
N  0.58  -1.47  1.02
O  -0.76  1.98  -2.52
O  0.01  -2.19  -2.74
O  0.90  -1.19  2.30
O  0.93  1.23  2.28
C  0.30  2.66  0.72
C  0.01  2.94  -0.62
C  0.62  -2.98  -0.70
C  0.75  -2.77  0.69
C  0.18  4.30  -1.24
H  1.21  4.44  -1.57
H  -0.02  5.07  -0.50
H  -0.46  4.45  -2.11
C  0.59  3.63  1.79
H  1.63  3.58  2.16
H  -0.08  3.36  2.61
H  0.40  4.64  1.44
C  0.81  -4.28  -1.37
C  1.17  -3.78  1.71
H  1.37  -4.20  -2.32
H  -0.15  -4.75  -1.57
H  1.36  -4.96  -0.70
H  1.28  -3.28  2.69
H  2.14  -4.27  1.48
H  0.44  -4.61  1.80
H  0.12  -1.35  -3.26
H  0.95  -0.09  2.34
C  4.48  1.25  0.06
H  4.90  2.12  0.57
H  5.11  0.73  -0.64
H  4.03  0.54  0.73
O  1.46  0.34  -1.99
H  2.63  1.15  -1.73
H  2.16  -0.37  -1.99
C  -3.04  -2.23  -1.25
O  -2.63  -1.78  0.06
P  -2.01  -0.27  0.15
O  -2.15  0.13  1.69
C  -2.44  -0.85  2.71
O  -3.06  0.60  -0.69
C  -3.91  1.63  -0.15
H  -2.97  -3.32  -1.25
H  -2.35  -1.85  -2.01
H  -4.07  -1.92  -1.50
H  -3.43  -1.32  2.57
H  -1.67  -1.62  2.74
H  -2.44  -0.30  3.66
H  -4.95  1.28  -0.06
H  -3.56  1.97  0.82
H  -3.87  2.46  -0.85

Computed properties:
- spin multiplicity = 6
- charge = +1
- LUMO level (spin up / spin down) (eV) = -3.96 / -4.80
- calculated total energy (Ha) = -1806.46859

***

[6]
3 unconnected molecules or ions with the total composition C12H29N6O5, computed with ωB97M-V/def2-TZVPD.

Cartesian coordinates (Å):
C  1.18  1.96  -0.35
C  1.76  0.60  -0.77
N  0.77  -0.45  -0.93
C  -0.07  -0.40  -2.12
N  -1.13  0.61  -1.99
C  -0.74  -1.78  -2.28
C  -1.47  -2.32  -1.06
C  -2.87  -1.74  -0.78
C  -3.86  -1.90  -1.95
C  -4.53  -0.61  -2.46
O  -4.62  0.43  -1.51
C  -5.55  0.18  -0.48
C  0.76  -0.22  -3.46
O  0.20  0.44  -4.36
O  1.86  -0.80  -3.49
H  1.57  2.22  0.63
H  1.53  2.74  -1.04
H  0.10  1.95  -0.27
H  2.42  0.27  0.04
H  2.39  0.71  -1.66
H  1.20  -1.36  -0.87
H  -1.85  0.36  -2.65
H  -0.77  1.51  -2.29
H  -1.39  -1.73  -3.16
H  0.07  -2.46  -2.54
H  -1.61  -3.40  -1.21
H  -0.88  -2.20  -0.16
H  -3.27  -2.30  0.07
H  -2.76  -0.71  -0.47
H  -3.35  -2.36  -2.80
H  -4.63  -2.62  -1.67
H  -5.56  -0.87  -2.78
H  -4.03  -0.23  -3.35
H  -6.28  1.00  -0.45
H  -6.06  -0.77  -0.61
H  -5.02  0.15  0.48
C  1.14  1.71  3.99
O  1.19  1.96  2.80
N  2.24  1.34  4.69
N  -0.05  1.76  4.69
H  2.23  1.10  5.66
H  3.10  1.27  4.15
H  -0.87  2.01  4.18
H  -0.12  1.55  5.67
C  5.60  0.56  2.71
O  4.76  0.88  3.54
N  6.93  0.51  3.02
N  5.26  0.24  1.44
H  7.64  0.25  2.35
H  7.20  0.74  3.95
H  4.29  0.29  1.19
H  5.93  -0.02  0.73

Computed properties:
- spin multiplicity = 1
- charge = -1
- LUMO level (eV) = 2.34
- calculated total energy (Ha) = -1179.48386